{
  "formula": "C21H93O26",
  "method": "the ωB97M-V functional and the def2-TZVPD basis",
  "species": ["C", "H", "H", "H", "H", "H", "H", "H", "H", "O", "O", "H", "H", "H", "O", "H", "H", "H", "H", "H", "O", "C", "C", "C", "H", "H", "C", "O", "H", "H", "H", "H", "H", "H", "H", "H", "H", "H", "H", "C", "C", "O", "H", "H", "H", "H", "H", "O", "C", "H", "O", "H", "H", "H", "H", "O", "O", "H", "H", "H", "H", "H", "H", "H", "H", "H", "O", "H", "O", "H", "H", "C", "H", "H", "H", "O", "O", "H", "H", "H", "H", "O", "H", "H", "H", "O", "H", "O", "C", "H", "H", "H", "C", "H", "O", "O", "C", "C", "H", "H", "C", "H", "H", "C", "H", "H", "C", "O", "H", "H", "H", "H", "O", "C", "O", "H", "C", "O", "O", "C", "H", "O", "H", "H", "H", "H", "H", "C", "H", "H", "H", "H", "O", "H", "H", "C", "H", "H", "H", "H"],
  "positions_angstrom": [[-1.530903, 6.260458, -3.116900], [-2.373136, -0.159592, -2.327156], [0.445389, -5.805835, 2.356296], [-0.085942, -2.855059, -3.032576], [5.920889, -0.202863, 1.677473], [-2.919053, 2.421477, -2.421298], [1.931155, -6.645531, -0.791270], [-2.366240, 6.422629, -3.823241], [-1.962241, 0.574812, -0.003246], [-0.035996, 4.489224, 4.024785], [2.890946, -0.796870, -4.274699], [-5.502488, 0.749979, 1.529684], [2.118269, -0.224967, 5.843329], [-0.605876, 6.367046, -3.713907], [-2.391132, 1.228203, 3.633989], [-1.280216, -1.696913, 0.803648], [5.386505, 3.148458, 3.915580], [-0.890436, 0.181251, 3.870202], [-0.379085, 6.503729, 1.603698], [2.344238, -1.055176, -6.221828], [-2.745936, -1.045099, -2.533899], [-1.641894, -2.759168, 3.387650], [-2.247994, -7.173140, -4.902762], [1.879309, 4.306746, -0.462901], [-2.735502, -6.307061, -4.457737], [-3.281870, -0.818000, 1.788162], [3.088356, -0.029350, 6.439063], [-0.239075, -4.525028, 0.890520], [-2.230416, -3.210861, 2.571740], [-1.930758, -1.712313, 3.472170], [1.576571, 0.403559, -5.445053], [3.355103, -3.681588, 3.362047], [-4.536639, -0.783204, 0.391983], [-0.489893, 3.193514, -3.564722], [4.129484, 0.453400, -1.318101], [2.831134, -5.149491, -0.680495], [-0.045068, -5.044591, -3.049868], [5.436318, 2.759482, 2.190019], [0.734659, 1.647515, 1.124661], [-4.354662, -0.877493, 1.496569], [-0.253011, -5.882885, 1.477604], [-1.004265, -6.772447, -5.595458], [1.481149, 4.658433, 0.489970], [4.117343, -1.677505, -2.217262], [2.617883, -0.235246, -3.557060], [-0.835071, 0.578638, 1.431307], [3.004930, 1.683280, -0.887199], [1.021994, 2.032963, 2.001844], [3.158864, 0.620245, -0.767033], [-0.696828, -2.940260, -4.672687], [2.976960, -2.624605, -0.683778], [-2.927383, -7.658372, -5.630790], [-4.507432, -0.129982, -3.093443], [0.159753, -2.049027, 3.116166], [-0.624210, 3.195682, 1.528993], [-0.304625, -4.739854, -3.903689], [-5.703926, 1.813863, -0.021649], [2.638029, -5.999567, -2.230420], [-1.282748, -6.107113, 1.853943], [2.549404, -4.055514, 1.729374], [2.373792, 5.123197, -0.885888], [-1.707395, 4.708751, 0.291528], [0.067698, -3.943079, 1.621555], [4.459950, -3.345334, -1.747818], [-1.906598, -3.240583, 4.306922], [0.474546, -1.322899, 0.531477], [-1.587440, 5.017581, -2.439331], [-1.731180, 4.489438, 5.233723], [0.019755, -0.169845, 3.821797], [-2.700318, 3.268461, 0.234354], [-1.755325, -3.369706, -3.271300], [-0.909208, 0.306545, 0.391538], [-4.158297, 3.146344, -4.155354], [-1.575640, 7.112258, -2.432074], [-5.602991, 3.507601, -3.210815], [0.057488, 1.200768, -0.227838], [3.931744, 1.853389, 3.135717], [1.028715, -1.177248, -5.110022], [-2.220810, 1.962872, 3.018892], [-0.605316, 2.966116, 5.291639], [3.638460, 1.386319, 5.157291], [-0.285900, -2.934131, 2.992605], [3.892357, -2.523330, 0.858314], [0.053500, -6.696495, 0.808013], [-3.204880, 0.095250, -4.281875], [4.261773, -2.799415, 1.737738], [-4.048797, -1.517311, -4.127150], [-3.887414, 2.584817, -2.254667], [-3.662057, -0.635343, -3.590273], [0.468327, 3.019837, -1.010735], [1.209892, 0.459891, -0.846403], [0.556862, -4.786956, -0.789763], [3.662098, -2.615857, -1.948007], [3.716095, -0.941276, 6.548462], [0.964723, -5.028498, -1.628980], [-0.982148, 6.667961, 2.324201], [2.103561, -5.690443, -1.307643], [-0.739426, -3.436069, -3.682634], [4.249620, 3.876933, 2.717697], [-4.707807, -1.804827, 1.878110], [-4.449842, 3.499394, -3.243364], [-6.430148, 1.926147, -0.664898], [2.827373, 0.142584, 7.447393], [-0.539974, -1.198038, 0.141925], [-0.084339, 4.550172, 5.976207], [-3.311016, 1.032303, 3.423270], [-0.709093, 4.100379, 5.187853], [0.802348, 3.906399, -1.279998], [2.612880, 3.448003, -0.227304], [-4.066593, 4.477181, -3.048741], [1.974945, 1.924035, 2.276328], [-0.916140, 1.518763, -1.623001], [2.011284, 0.016330, -1.275332], [-2.300515, 4.048676, 0.871382], [-1.442066, 1.617217, -2.476985], [3.415611, 0.365852, 0.261696], [1.918149, -0.639652, -5.279137], [-5.057523, 0.176994, 2.182785], [5.675801, -0.533697, 2.546898], [3.062461, -3.311850, 2.335912], [-1.010292, 1.861086, -4.574737], [3.899745, 1.109488, 6.043027], [-0.787984, 5.939490, 2.957858], [0.499192, 0.474420, 3.369388], [2.438360, -2.435669, 2.640011], [-0.394750, 3.898799, 3.310059], [0.461259, 1.717595, -3.484243], [4.814616, 3.019696, 3.022679], [-0.679873, -6.004516, -5.100252], [-2.014674, -7.869164, -4.122531], [4.500171, 1.041754, 3.039658], [5.123965, -1.329234, 2.344808], [-1.510659, 3.417629, 1.882783], [-0.534262, -1.483691, -0.904658], [-0.669090, 4.770264, -2.212360], [-0.627335, 2.073948, -3.611852], [-3.121146, 4.522772, 1.431176], [-4.882064, 1.954609, -0.540800], [2.364631, -1.810570, -0.779844], [3.071893, -2.974598, -2.796405]],
  "forces_ev_per_a": [[0.264, 0.496, -0.457], [0.304, -0.756, 0.289], [-0.663, -0.647, -0.724], [0.222, -0.168, 0.207], [0.112, -0.050, -0.042], [-0.699, 0.192, 0.090], [-0.262, -0.008, 0.113], [0.153, -0.597, 0.361], [1.289, -0.600, 0.648], [-0.465, -0.502, -1.878], [0.005, 0.107, -0.509], [0.385, -0.253, 0.089], [1.742, 0.438, 0.628], [-0.267, -0.098, 0.206], [-0.251, 0.294, -0.190], [0.630, -0.538, -0.843], [0.283, 0.310, 0.604], [0.174, 0.103, -0.096], [0.248, -0.036, -0.320], [-0.224, 0.510, 0.558], [-0.407, 1.273, -1.170], [-0.381, -0.082, -1.538], [1.128, 0.605, -1.471], [-0.129, -2.240, 1.752], [-0.078, 0.076, -0.076], [-0.545, 0.087, -0.667], [0.086, -0.245, -0.932], [0.359, -1.940, -0.035], [-0.130, 0.155, 0.365], [0.191, 0.037, -0.094], [0.589, -0.278, 0.043], [-0.253, -0.288, -1.228], [0.535, -0.317, 0.977], [-0.499, -1.064, -0.013], [-1.181, -0.465, -0.088], [-0.387, 0.289, -0.224], [0.802, -0.850, 1.160], [0.930, 0.301, -0.412], [0.787, -0.099, -0.372], [0.235, 1.540, -0.349], [-0.145, 1.567, 1.246], [-1.709, -0.695, 0.530], [0.135, -0.090, 0.330], [-0.023, 0.492, 0.132], [-0.155, 0.184, 0.951], [-0.646, -0.560, 0.637], [0.255, 0.552, 0.508], [0.830, 0.245, 1.332], [1.229, 0.830, -0.488], [-0.351, -0.015, 0.507], [-1.464, 2.515, -0.937], [0.430, 0.329, 0.307], [0.061, -0.094, -0.410], [-0.613, -0.891, 0.047], [-0.518, -0.207, 0.074], [-0.332, -0.133, -0.913], [-0.153, 0.109, -0.621], [-0.280, 0.408, 0.320], [0.774, 0.134, -0.279], [0.003, 0.096, 0.014], [0.869, 1.107, -1.060], [0.261, 0.892, -0.488], [-0.542, 0.076, -0.357], [0.077, 0.178, -0.572], [0.219, -0.471, 0.681], [-0.140, -0.261, 0.146], [0.178, 0.324, -0.383], [-0.018, -0.368, 0.071], [-1.285, -2.147, 1.405], [-0.240, -0.024, -0.376], [0.133, -0.050, -0.146], [0.314, 0.587, -2.065], [0.653, -0.617, -2.786], [0.088, -0.052, 0.199], [1.787, -0.168, 0.264], [-0.819, -0.103, -0.445], [0.497, 0.053, 0.224], [-1.159, -0.982, 0.609], [0.454, 0.090, -0.007], [-0.717, 1.420, 0.110], [0.049, -0.029, -0.202], [0.796, 1.411, 0.904], [0.731, -0.213, 0.091], [0.064, 0.618, -0.167], [-0.028, -0.465, 0.148], [-1.023, -0.080, -0.885], [0.400, 0.309, 0.188], [-0.744, 0.430, -0.276], [-0.278, -0.206, 0.898], [0.268, 0.352, 0.233], [-0.461, 0.240, 0.156], [-0.566, 0.541, 0.452], [0.817, -1.755, 0.697], [-0.303, 0.340, -0.835], [-1.117, 0.756, -0.002], [-0.172, -0.323, 0.646], [2.600, -1.938, -0.176], [-0.468, 1.369, -1.095], [-0.526, 0.432, 0.291], [-0.474, -0.980, 0.070], [-1.403, -0.719, 3.113], [0.674, -0.104, 0.470], [-0.752, 0.468, 1.188], [-0.781, 1.779, 1.512], [-0.645, -0.204, 0.209], [-0.356, -0.407, 0.055], [1.311, -1.079, 1.002], [-0.237, -0.580, -0.564], [-1.074, 1.401, -0.470], [0.109, 0.803, -0.047], [-1.243, 0.052, -0.889], [0.449, 0.125, -0.516], [0.792, -1.436, -0.667], [-0.739, -1.023, 1.122], [0.457, 0.169, -1.279], [-0.374, 0.002, 0.359], [0.819, 0.521, -1.582], [0.076, 0.008, -0.055], [-0.448, 0.044, -0.100], [0.712, 1.179, 2.647], [-0.761, -0.848, -0.631], [-0.831, -0.915, 0.046], [0.026, 0.448, -0.245], [1.316, 2.039, -1.446], [-0.179, -0.701, -0.735], [0.516, 0.878, 0.645], [-1.702, -0.009, -0.359], [-0.817, -2.110, -0.797], [0.068, 0.122, 0.109], [0.116, -0.524, 0.518], [-0.492, 0.730, 0.083], [0.221, 0.140, 0.126], [0.922, -0.266, 0.093], [-0.452, -0.094, -0.037], [-0.403, 0.013, 0.261], [2.570, 1.301, 2.917], [0.336, 0.183, -0.597], [-0.483, 0.089, -0.037], [0.794, -1.361, 0.434], [-0.248, 0.120, 0.339]],
  "orbital_gap_ev": 9.21,
  "lumo_energy_ev": 2.171,
  "spin_multiplicity": 1,
  "charge": -1,
  "homo_ev": -7.0,
  "largest_force_ev_per_a": 4.1,
  "energy_ev": -76516.68044
}